ORCA calculation (wB97M-V/def2-TZVPD) on 12 unconnected molecules or ions with the total composition C48H68F10N2O32 at a distorted geometry.

```
160
Properties=species:S:1:pos:R:3:forces:R:3
C -20.837 -2.659 10.599 0.249 0.183 -0.852
C -20.863 -1.736 9.304 -0.202 -0.975 0.081
C -19.621 -0.876 9.200 0.444 1.314 -0.404
C -20.879 -2.611 7.982 -0.291 1.296 0.567
C -22.256 -3.150 7.677 -0.184 -0.937 0.286
C -23.387 -2.125 7.693 0.493 -1.765 0.437
C -23.377 -1.313 8.973 -1.750 -0.303 0.601
C -24.313 -0.062 8.798 0.104 -0.870 -0.391
C -24.017 -2.149 10.106 0.861 0.984 0.604
N -22.040 -0.836 9.215 1.416 1.803 0.502
O -21.989 0.026 10.436 -0.522 0.205 -0.851
H -19.809 -2.734 11.006 -0.483 0.036 -0.300
H -21.467 -2.223 11.377 0.006 -0.163 -0.028
H -21.173 -3.694 10.365 0.076 0.727 0.242
H -18.690 -1.355 9.053 0.772 -1.790 -0.162
H -19.660 -0.303 8.274 -0.414 0.469 0.141
H -19.290 -0.216 10.005 -1.020 0.183 0.341
H -20.578 -1.938 7.128 0.077 -0.842 0.830
H -20.195 -3.445 8.170 0.198 0.297 -0.428
H -22.196 -3.768 6.768 -0.277 0.492 -0.060
H -22.569 -3.880 8.431 0.397 -0.097 0.192
H -24.283 -2.765 7.598 -0.087 0.811 0.187
H -23.341 -1.478 6.878 0.123 1.139 -1.592
H -25.363 -0.332 8.490 1.155 0.047 0.230
H -23.871 0.609 8.040 -0.254 -0.099 0.435
H -24.360 0.378 9.785 -0.168 0.578 0.009
H -23.906 -1.563 11.043 -0.470 -0.352 -0.403
H -23.575 -3.118 10.312 0.131 -0.172 -0.288
H -25.039 -2.260 9.795 -0.652 -0.221 0.370
H -22.096 0.993 10.193 0.164 -1.883 -0.349
C -16.711 -4.018 15.734 -1.049 -1.067 -0.355
C -16.863 -5.514 16.075 0.029 -1.311 0.441
C -17.113 -6.307 14.739 -0.147 0.632 0.175
C -15.586 -5.931 16.709 2.211 -1.013 1.650
C -15.651 -7.427 17.313 0.016 1.961 -0.281
C -16.684 -7.452 18.447 0.204 0.642 -0.696
C -18.086 -6.962 17.957 0.806 -0.488 1.027
C -18.846 -8.155 17.343 -0.151 -0.836 0.756
C -18.915 -6.453 19.193 0.512 -2.371 -0.227
N -17.882 -5.779 17.153 0.297 1.874 -1.807
O -19.092 -5.475 16.508 -1.354 -0.068 -0.141
H -17.307 -3.782 14.876 -0.588 0.262 -0.215
H -16.997 -3.404 16.556 -0.141 0.508 0.533
H -15.714 -3.779 15.420 0.779 -0.088 0.161
H -17.056 -7.404 14.848 0.147 0.502 -0.024
H -18.116 -6.065 14.328 0.604 -0.068 0.277
H -16.357 -5.935 14.009 -0.467 -0.495 0.387
H -14.810 -5.827 15.936 0.025 -0.435 0.225
H -15.237 -5.186 17.527 -0.875 -1.227 -1.103
H -15.992 -8.067 16.544 -0.113 -0.834 -1.042
H -14.647 -7.756 17.606 -0.312 0.093 0.183
H -16.257 -6.718 19.113 -0.329 0.140 0.938
H -16.782 -8.431 18.931 0.079 0.265 -0.041
H -19.861 -7.874 17.032 0.425 -0.007 -0.320
H -19.010 -8.870 18.193 0.158 0.493 -0.655
H -18.302 -8.753 16.580 -0.345 0.727 0.205
H -18.403 -5.658 19.700 0.097 0.594 0.043
H -18.926 -7.321 19.918 -0.422 0.905 -0.613
H -19.923 -6.197 18.852 0.114 0.090 0.353
H -19.394 -4.661 16.922 -0.141 0.266 0.065
O -24.228 -4.612 13.307 -0.474 0.016 0.296
C -23.166 -4.800 13.809 1.157 1.819 -0.613
O -22.663 -5.917 14.230 -2.575 -2.653 -0.353
C -21.409 -5.780 14.793 1.031 -0.267 0.317
C -20.946 -4.545 14.063 0.052 1.009 -0.281
F -20.564 -4.729 12.748 0.132 -0.645 0.594
O -22.194 -3.829 13.960 0.185 -0.244 0.014
H -21.565 -5.550 15.845 0.482 0.088 0.189
H -20.897 -6.750 14.695 0.218 0.781 -0.161
H -20.172 -3.957 14.545 -0.136 0.204 0.097
O -23.342 0.898 14.433 0.152 -0.236 -0.774
C -24.480 0.951 14.082 0.449 -1.437 -0.398
O -25.393 1.540 14.837 -1.125 0.357 -0.257
C -26.684 1.283 14.297 -0.794 0.946 -2.160
C -26.409 0.752 12.860 1.563 -0.059 0.448
F -26.521 1.716 11.890 0.204 0.214 0.489
O -25.027 0.337 12.955 -0.338 1.401 1.096
H -27.176 0.523 14.864 -0.360 -0.280 0.511
H -27.273 2.219 14.153 0.501 -0.648 0.633
H -26.968 -0.076 12.473 -0.398 -0.589 0.349
O -25.657 -0.935 20.955 -1.728 3.267 -2.364
C -26.033 -0.071 20.144 1.023 -3.009 1.904
O -25.514 -0.015 18.891 0.090 -0.904 1.745
C -26.036 1.071 18.238 -0.853 0.324 -2.996
C -27.089 1.645 19.118 -0.537 1.006 1.588
F -28.343 1.501 18.636 -0.420 -0.069 -0.358
O -27.019 0.868 20.333 1.536 -0.486 -1.009
H -25.325 1.771 17.929 1.712 1.302 0.755
H -26.310 0.823 17.185 -1.017 -0.612 0.972
H -26.954 2.717 19.404 -0.090 -0.871 -0.330
O -26.322 -1.529 15.516 -0.083 -0.433 0.267
C -26.559 -2.654 15.169 0.353 0.730 -0.712
O -26.293 -3.759 15.833 0.640 -0.189 0.781
C -26.632 -4.914 15.085 -1.981 -0.317 -0.444
C -27.282 -4.322 13.780 1.447 0.021 1.230
F -28.613 -4.596 13.837 -0.023 0.137 -0.489
O -27.073 -2.931 13.955 -0.530 -0.239 -0.396
H -25.851 -5.656 15.032 0.621 0.452 -0.442
H -27.466 -5.414 15.592 0.124 0.154 0.111
H -26.823 -4.589 12.830 -0.389 -0.245 0.063
O -18.556 -2.090 14.180 -0.139 1.174 -0.552
C -18.913 -1.017 13.776 0.437 -0.118 0.170
O -20.150 -0.531 13.930 -0.242 0.469 -0.970
C -20.300 0.584 12.990 0.448 1.457 1.347
C -18.850 1.086 12.892 -1.041 -0.854 -0.278
F -18.576 2.069 13.784 0.309 -0.583 0.446
O -18.111 -0.097 13.099 -0.344 -0.587 0.918
H -20.700 0.272 12.032 -0.008 -0.364 0.078
H -20.910 1.401 13.444 0.257 -0.995 -0.220
H -18.585 1.496 11.952 0.259 0.126 -1.138
O -20.695 -1.606 21.073 -1.473 -1.077 -1.261
C -21.731 -2.185 20.814 1.064 1.783 1.413
O -22.877 -1.946 21.468 -0.017 -0.351 0.435
C -23.707 -3.110 21.377 0.312 0.013 -1.609
C -23.137 -3.806 20.090 0.216 0.122 1.195
F -23.862 -3.650 18.955 -0.656 0.061 0.140
O -21.933 -3.130 19.883 1.169 -0.495 -0.349
H -23.557 -3.721 22.276 -0.305 0.103 -0.294
H -24.716 -2.781 21.151 -0.118 -0.140 0.545
H -22.938 -4.867 20.236 -0.039 -0.021 -0.218
O -23.558 2.866 18.475 4.318 0.019 0.504
C -22.337 2.721 18.626 -0.752 -0.993 -1.291
O -21.377 2.689 17.587 -0.909 0.484 1.916
C -20.057 2.350 18.161 -1.225 -1.167 -0.040
C -20.312 2.322 19.681 -0.154 0.395 -0.799
F -19.830 3.380 20.378 0.447 1.016 -0.326
O -21.699 2.391 19.786 -1.643 0.075 -0.217
H -19.842 1.320 17.760 0.115 1.115 0.511
H -19.311 3.080 17.898 0.088 0.214 -0.341
H -19.877 1.502 20.202 -0.270 -1.207 0.139
O -19.517 3.715 15.421 -0.090 0.536 0.802
C -20.649 4.034 15.325 -1.045 -0.076 -1.412
O -21.266 5.135 15.811 1.019 -0.422 1.066
C -22.632 5.129 15.545 -1.661 -0.537 -1.605
C -22.840 3.951 14.536 1.336 0.026 1.622
F -23.072 4.524 13.353 -0.219 0.158 -1.760
O -21.537 3.336 14.515 -1.034 0.414 0.566
H -23.350 5.058 16.376 0.923 0.030 0.271
H -22.856 6.006 14.925 -0.061 0.068 0.523
H -23.650 3.221 14.705 0.781 0.327 0.303
O -19.946 -3.036 17.339 0.401 -0.256 -0.117
C -20.940 -2.425 17.106 0.183 0.424 0.700
O -22.138 -2.907 16.888 -0.596 -0.868 -1.064
C -23.024 -1.824 16.560 -0.920 -0.551 1.486
C -22.310 -0.664 17.152 -0.583 2.469 -1.476
F -22.770 -0.144 18.389 1.123 -1.400 -1.175
O -20.985 -1.076 17.111 0.548 0.534 1.201
H -23.225 -1.660 15.511 0.556 -0.387 -0.454
H -23.964 -2.010 17.046 -0.427 -0.164 0.275
H -22.383 0.143 16.422 -0.032 0.488 0.572
O -16.044 -2.229 22.323 -0.322 0.840 -0.952
C -16.552 -2.169 21.242 -0.300 -0.039 0.940
O -16.851 -1.088 20.476 -0.066 -0.386 -0.660
C -17.448 -1.593 19.199 -0.817 3.183 0.587
C -17.104 -2.983 19.262 0.736 -3.557 -0.771
F -15.814 -3.188 18.753 0.048 0.366 -0.097
O -17.010 -3.282 20.617 -0.215 -0.587 -0.423
H -18.552 -1.413 19.199 0.873 -0.238 0.290
H -17.005 -1.039 18.352 -0.033 -0.392 0.536
H -17.704 -3.747 18.714 0.002 0.787 0.613
```
Positions in Å, forces in eV/Å.

Summary:
Charge: 0
Calculated total energy, eV: -146552.3824
SMILES: CC1(C)CCCC(C)(C)N1O.CC1(C)CCCC(C)(C)N1O.O=C1OC[C@@H](F)O1.O=C1OC[C@@H](F)O1.O=C1OC[C@@H](F)O1.O=C1OC[C@@H](F)O1.O=C1OC[C@@H](F)O1.O=C1OC[C@@H](F)O1.O=C1OC[C@@H](F)O1.O=C1OC[C@@H](F)O1.O=C1OC[C@@H](F)O1.O=C1OC[C@@H](F)O1
Frontier orbital gap, eV: 8.50
HOMO, eV: -8.316